[1]
{
  "formula": "C21H39FIN4O9S4",
  "method": "the ωB97M-V functional and the def2-TZVPD basis",
  "total_charge": 1,
  "lumo_ev": -3.5,
  "energy_ev": -100946.199,
  "symbols": ["I", "S", "S", "S", "S", "F", "O", "O", "O", "O", "O", "O", "O", "O", "O", "N", "N", "N", "N", "C", "C", "C", "C", "C", "C", "C", "C", "C", "C", "C", "C", "C", "C", "C", "C", "C", "C", "C", "C", "C", "H", "H", "H", "H", "H", "H", "H", "H", "H", "H", "H", "H", "H", "H", "H", "H", "H", "H", "H", "H", "H", "H", "H", "H", "H", "H", "H", "H", "H", "H", "H", "H", "H", "H", "H", "H", "H", "H", "H"],
  "coordinates": [[1.3152, 2.2867, 0.7906], [-4.5884, -1.0320, -4.4525], [-0.1964, -1.1703, 4.8351], [-4.7393, -1.5917, -1.5088], [8.1153, 2.4190, -0.2114], [4.0423, -2.6281, 1.1357], [8.5396, 3.5889, -0.9077], [8.9459, 1.7332, 0.7251], [0.9364, -1.9355, 4.4140], [-4.4835, 3.6022, -1.3745], [6.6935, 2.7248, 0.5031], [-0.5523, -1.5734, 6.3569], [0.2963, 0.3416, 5.1228], [-1.4109, -1.1221, 4.0846], [7.5737, 1.3454, -1.2987], [0.0588, -0.3664, -0.2505], [0.1733, -0.5609, -2.5976], [-5.1231, 0.9392, -2.5405], [2.2127, -0.0322, -1.5496], [-1.7953, -0.8844, -4.1435], [-1.2075, 0.7934, 1.5736], [2.8799, -1.0632, -0.6865], [5.6390, 2.1249, -0.2472], [-4.1769, 3.3184, -2.7360], [6.2660, 0.9181, -0.9236], [2.5149, -4.4270, 0.7971], [-5.3310, 1.3086, -1.1259], [-2.5602, 0.0220, 1.3218], [-0.0036, 0.6965, 6.4779], [-0.3289, 0.9632, 0.2607], [-4.8373, -0.4497, -2.7114], [0.0289, -0.6129, 7.2456], [-5.6695, 2.8506, -1.0823], [-3.9930, 1.7731, -3.0305], [0.7591, -1.2050, 0.7691], [-2.9511, -1.9319, -4.4113], [2.6676, -2.8881, 1.1380], [-1.2872, -0.9007, -2.6504], [1.8846, -2.0373, 0.0247], [0.8034, -0.3054, -1.4697], [-1.4789, 1.8375, 1.8945], [0.7245, 1.4135, 6.8529], [-0.5318, -0.5634, 8.1766], [3.6717, -1.6066, -1.2739], [2.1726, -2.6441, 2.1117], [1.4587, -4.6775, 0.5088], [-3.8909, 1.6432, -4.1419], [-3.0014, 1.4719, -2.5889], [-4.9598, 3.7057, -3.4419], [-1.3749, -1.9631, -2.2880], [-3.3661, 0.7936, 1.2182], [-0.6194, 0.3583, 2.4189], [6.3693, 0.0824, -0.2251], [0.0079, -1.9611, 1.1334], [5.7041, 0.5920, -1.7977], [-0.9892, 1.4952, -0.4803], [-2.5180, -0.6895, 0.4586], [-0.9110, -1.0380, -4.8315], [-3.0158, -2.6974, -3.5936], [-1.8779, -0.2788, -1.9416], [-6.1026, 3.1691, -0.1064], [1.0555, -0.9233, 7.4558], [3.4518, -0.5054, 0.1086], [-4.3414, 1.1885, -0.6047], [1.1860, -0.6308, 1.6270], [0.6628, -0.5611, -3.4912], [-6.4055, 3.0710, -1.9028], [-2.8466, -0.5830, 2.2251], [2.4754, -0.1080, -2.5329], [-2.1611, 0.1512, -4.3744], [-2.8728, -2.4384, -5.4024], [-0.9998, 1.1446, 6.5010], [3.1466, -4.6609, -0.1034], [1.4436, -2.8148, -0.6613], [-6.1354, 0.7321, -0.6094], [-3.2121, 3.8058, -3.0462], [4.8148, 1.8479, 0.4098], [2.8681, -5.0417, 1.6563], [5.2874, 2.8521, -0.9840]],
  "forces_ev_per_a": [[-0.10, -0.04, -0.14], [0.23, 0.46, 0.47], [0.09, 0.13, 0.98], [-0.15, 1.06, -0.75], [0.27, 0.05, 0.09], [-0.80, 0.35, 0.26], [-0.09, -0.75, 0.38], [-0.42, 0.57, -0.49], [-0.65, 0.40, -0.33], [-0.27, -0.50, -0.76], [0.42, -0.47, -0.17], [-0.18, 0.35, -0.91], [0.06, -0.84, -0.19], [0.68, -0.35, 0.18], [-0.10, 0.62, 0.14], [1.67, 0.81, -0.54], [-1.08, 0.60, 0.99], [1.28, -1.74, 0.40], [-3.20, -1.85, 0.29], [0.32, 0.47, 0.08], [-0.25, 0.41, -0.23], [1.55, 0.07, 1.13], [-0.29, 0.14, -0.42], [0.41, -0.59, -1.05], [-0.10, -0.33, 0.48], [0.17, 0.65, -0.07], [-0.18, 1.41, 0.68], [0.09, 0.10, 0.67], [-0.48, 0.21, 0.47], [-1.93, -0.15, 0.77], [0.28, -0.38, 0.07], [0.64, 0.20, 0.23], [-0.30, -0.64, -0.42], [0.42, 1.10, -1.04], [0.31, -1.76, -0.79], [-0.18, 0.67, 0.85], [-1.30, -1.41, -1.13], [-0.33, -1.28, -0.47], [0.76, 0.17, 0.97], [1.15, 0.44, -0.89], [0.45, -0.97, -0.29], [0.09, -0.08, -0.25], [-0.16, -0.17, -0.18], [-1.00, 0.44, 0.41], [1.04, -0.19, -0.45], [0.88, 0.20, 0.60], [-0.21, 0.18, 1.04], [-0.92, -0.01, 0.02], [0.36, -0.21, 0.78], [0.12, 1.01, -0.15], [0.62, -0.91, -0.32], [-0.43, 0.31, -0.95], [-0.09, 0.00, -0.01], [0.65, 0.94, 0.01], [0.23, 0.12, -0.13], [1.00, -0.47, 0.46], [-0.13, 0.78, 0.59], [-0.89, -0.19, 0.64], [0.14, 0.60, -0.82], [0.55, -0.32, -0.72], [0.61, -0.26, -0.68], [-0.04, 0.05, 0.03], [-0.64, -0.58, -0.67], [-1.01, -0.12, -0.12], [-0.27, -0.26, -0.84], [-0.03, 0.07, 0.39], [0.28, -0.22, 0.84], [0.46, 0.58, -0.85], [0.26, 0.09, 0.35], [0.30, -1.02, 0.06], [-0.07, 0.52, 0.79], [0.04, -0.01, 0.02], [-0.46, 0.29, 0.86], [0.25, 1.13, 0.32], [0.76, 0.23, -0.70], [-0.87, -0.33, 0.65], [0.17, 0.09, 0.15], [-0.39, 0.38, -0.70], [-0.04, -0.05, 0.00]]
}

=====

[2]
{
  "formula": "C21H21N8SbSe5W",
  "method": "the ωB97M-V functional and the def2-TZVPD basis",
  "e_above_lowest_kj_mol": 12.2,
  "lumo_ev": [-1.6, -1.6],
  "energy_ev": -369134.050,
  "symbols": ["W", "Sb", "Se", "Se", "Se", "Se", "Se", "N", "N", "N", "N", "N", "N", "N", "N", "C", "C", "C", "C", "C", "C", "C", "C", "C", "C", "C", "C", "C", "C", "C", "C", "C", "C", "C", "C", "C", "H", "H", "H", "H", "H", "H", "H", "H", "H", "H", "H", "H", "H", "H", "H", "H", "H", "H", "H", "H", "H"],
  "coordinates": [[-1.1700, -0.5792, -0.1207], [-2.9309, -2.5810, -1.4533], [-1.8807, -4.6513, -1.9358], [-5.2806, -2.3144, -1.1592], [-2.1131, -0.4571, -2.4993], [-2.1024, -1.8172, 1.5255], [0.8348, -0.1194, 1.5496], [-1.3347, 2.9276, 0.1690], [-1.2088, 1.7410, 3.1568], [3.6861, -6.0538, -2.3099], [-2.7383, 1.0104, 0.3452], [0.2431, -2.1834, -0.8675], [5.4103, -0.5714, 0.4184], [-0.1164, 1.2778, -0.9750], [-2.5071, 2.1582, 3.5877], [3.6016, 0.0658, 1.8626], [-5.0906, 1.3880, 0.7455], [1.6054, -4.0750, -0.3013], [-3.6318, 3.2338, 0.5317], [-4.8992, 2.7630, 0.7470], [4.9447, -0.0487, 1.5527], [1.4741, -3.3494, -2.5657], [0.9609, 0.9922, -1.7382], [2.6389, -0.3794, 0.9536], [-2.5767, 2.3342, 0.3373], [2.9366, -5.2392, -2.0059], [0.5948, -2.3712, -2.1517], [-0.2281, 2.5237, -0.5274], [4.4921, -1.0036, -0.4399], [0.7330, -3.0592, 0.0303], [1.8824, 3.1517, -1.4730], [0.7731, 3.4860, -0.7455], [1.9757, 1.8674, -2.0103], [2.0031, -4.2126, -1.6207], [-4.0095, 0.5732, 0.5363], [3.1230, -0.9322, -0.2291], [5.6916, 0.3010, 2.2579], [0.6478, 4.4786, -0.3336], [4.8694, -1.4393, -1.3606], [-2.5530, 2.2801, 4.5951], [-5.7241, 3.4466, 0.8958], [-1.3291, 3.9043, 0.4063], [1.7194, -3.4402, -3.6135], [2.4664, -1.3134, -0.9915], [-4.1657, -0.4905, 0.4913], [-3.4229, 4.2944, 0.5034], [2.6667, 3.8784, -1.6381], [1.9709, -4.7373, 0.4693], [0.4324, -2.9150, 1.0542], [-3.1560, 1.4200, 3.3416], [0.1373, -1.7149, -2.8770], [0.9951, -0.0091, -2.1345], [-6.0635, 0.9380, 0.8772], [-0.8052, 1.0271, 3.7559], [-0.5928, 2.5425, 3.1779], [2.8203, 1.5511, -2.6029], [3.3002, 0.5024, 2.8064]],
  "forces_ev_per_a": [[0.77, 0.02, -0.18], [-0.41, -0.28, -0.10], [-0.02, 0.05, 0.03], [0.07, -0.15, 0.07], [-0.11, 0.21, -0.01], [-0.29, -0.23, 0.25], [-0.16, 0.13, 0.16], [0.00, -0.21, 0.09], [-0.11, -0.03, 0.07], [0.00, 0.00, -0.01], [-0.01, 0.17, -0.13], [-0.02, 0.03, 0.03], [-0.05, -0.02, -0.04], [0.12, 0.09, -0.19], [0.06, 0.05, 0.08], [0.00, -0.01, -0.03], [0.00, -0.07, 0.01], [-0.11, 0.05, 0.08], [-0.04, -0.05, 0.01], [0.02, 0.07, -0.01], [0.01, 0.02, 0.05], [0.01, 0.04, 0.00], [-0.02, -0.04, -0.12], [0.04, -0.01, -0.07], [0.11, 0.14, 0.08], [-0.04, 0.03, 0.03], [-0.03, -0.05, 0.02], [0.13, 0.11, 0.05], [0.10, 0.01, 0.00], [0.08, -0.05, -0.03], [0.08, -0.03, -0.04], [-0.08, -0.04, 0.00], [-0.07, 0.07, 0.07], [0.11, -0.10, -0.10], [-0.02, 0.01, -0.10], [-0.07, 0.03, 0.06], [-0.01, 0.00, 0.00], [0.01, 0.01, -0.01], [-0.02, 0.00, 0.00], [-0.02, -0.06, 0.00], [0.01, 0.00, 0.01], [0.00, 0.00, 0.02], [0.01, 0.00, 0.00], [0.02, 0.03, -0.03], [-0.01, -0.03, -0.02], [-0.02, 0.01, 0.02], [-0.01, 0.00, 0.00], [0.00, 0.00, 0.00], [0.01, 0.01, 0.02], [-0.01, 0.03, -0.05], [-0.01, 0.00, 0.01], [-0.01, -0.01, 0.01], [0.00, -0.01, 0.00], [-0.01, 0.01, 0.02], [0.00, 0.00, -0.05], [0.01, 0.00, 0.00], [0.01, 0.01, 0.00]]
}

=====

[3]
{
  "formula": "C6H15NO2P",
  "method": "the ωB97M-V functional and the def2-TZVPD basis",
  "total_charge": -1,
  "e_above_lowest_kj_mol": 0.0,
  "lumo_ev": 3.7,
  "energy_ev": -21341.582,
  "symbols": ["P", "O", "O", "N", "C", "C", "C", "C", "C", "C", "H", "H", "H", "H", "H", "H", "H", "H", "H", "H", "H", "H", "H", "H", "H"],
  "coordinates": [[0.7971, 0.9815, 0.1057], [0.4193, 1.9124, 1.2242], [1.5106, 1.6263, -1.0527], [1.7550, -0.3535, 0.5963], [2.6714, -1.2433, -0.0197], [4.0236, -0.6271, 0.0532], [-2.9889, -1.3004, 0.0635], [-1.9412, -0.0882, 0.3654], [-0.7781, 0.0394, -0.6264], [-2.5871, 1.2918, 0.4892], [-3.3050, 1.4250, 1.2751], [-1.6794, 2.0111, 0.4470], [-3.2807, -1.4046, -0.9786], [4.3731, -0.3960, 1.0493], [-3.8390, -1.0917, 0.7998], [1.7599, -0.2035, 1.5908], [-0.9412, 0.3384, -1.6301], [-1.4085, -0.2292, 1.3156], [-0.4026, -0.9882, -0.6500], [2.5672, -1.3071, -1.1157], [4.8063, -1.2564, -0.5292], [-2.5636, -2.3053, 0.2874], [-2.9574, 1.6112, -0.5504], [2.4626, -2.2512, 0.5083], [3.8471, 0.2566, -0.5033]],
  "forces_ev_per_a": [[-0.26, 0.53, -2.72], [0.10, -1.42, 0.47], [-0.20, -0.56, -0.25], [-2.49, 1.80, 1.20], [-0.63, -1.28, 0.65], [2.21, -1.83, -0.82], [0.91, 1.04, 1.99], [-0.51, -0.05, -0.69], [1.67, -1.05, 2.19], [1.82, 1.30, -3.24], [-0.26, 0.30, 0.34], [-1.56, -0.90, 1.34], [-0.37, 0.67, -0.06], [0.13, 0.00, 0.28], [0.70, -0.61, -1.34], [0.75, -0.84, 0.45], [-0.66, 0.63, -0.88], [-0.48, -0.56, 0.09], [0.35, -0.03, -0.50], [-1.07, -0.35, 0.45], [-0.97, 0.90, 1.04], [-0.03, 0.72, 0.24], [-0.52, -0.73, 1.34], [1.00, 1.04, -1.17], [0.37, 1.26, -0.38]]
}

=====

[4]
{
  "formula": "C6H9EuO3",
  "method": "the ωB97M-V functional and the def2-TZVPD basis",
  "total_charge": 2,
  "spin_multiplicity": 9,
  "lumo_ev": [-9.0, -9.0],
  "energy_ev": -31811.776,
  "s_squared": 20.02,
  "symbols": ["Eu", "O", "O", "O", "C", "C", "C", "C", "C", "C", "H", "H", "H", "H", "H", "H", "H", "H", "H"],
  "coordinates": [[-2.2953, -0.9357, -0.7229], [1.1320, -0.9251, 1.0412], [1.9863, 0.2823, -1.1464], [-0.4006, 1.1724, 1.2652], [0.7197, 0.6597, 0.8302], [1.7914, -2.1305, 1.3805], [1.3418, 1.1586, -0.4219], [-0.5450, 1.5484, 2.6504], [1.3047, 2.5946, -0.8262], [0.2768, -0.4709, -0.4488], [2.8576, -1.8966, 1.4518], [0.6948, 3.2343, -0.1778], [1.0218, 2.6827, -1.8825], [-1.2137, 0.8154, 3.1104], [1.2243, -2.4812, 2.2461], [1.6578, -2.8583, 0.5736], [2.3158, 3.0137, -0.7495], [0.4071, 1.5543, 3.1885], [-0.9529, 2.5596, 2.5986]],
  "forces_ev_per_a": [[0.67, 0.09, 0.04], [-4.78, 4.65, -3.39], [-0.80, 2.84, 1.67], [0.08, -0.99, 1.10], [0.03, -2.40, -3.40], [1.09, -0.97, 0.05], [3.80, -2.55, -1.30], [0.02, 0.58, 0.65], [-0.59, 0.49, 0.14], [0.08, -0.91, 3.42], [-0.25, -0.41, 0.60], [-0.11, -0.30, -0.24], [-0.02, -0.04, 0.31], [0.04, 0.38, 0.02], [0.87, -0.09, 0.22], [-0.01, 0.36, -0.05], [0.09, -0.47, 0.01], [-0.07, 0.00, -0.28], [-0.13, -0.25, 0.44]]
}

=====

In the order shown, the computed max |F| values come out to 0.072; 0.015; 0.077; 0.145 hartree/bohr.